Record 1
{
  "formula": "C43H26Br2F4ILuN4O9P",
  "method": "wB97M-V/def2-TZVPD",
  "species": ["Lu", "O", "C", "O", "C", "C", "C", "C", "C", "N", "C", "O", "O", "H", "H", "H", "Br", "C", "C", "C", "C", "C", "N", "C", "O", "O", "H", "H", "H", "O", "C", "O", "C", "C", "C", "C", "C", "C", "C", "C", "C", "N", "H", "H", "H", "H", "H", "H", "F", "C", "C", "F", "C", "F", "C", "P", "C", "C", "C", "C", "C", "C", "C", "C", "C", "C", "C", "C", "C", "Br", "C", "F", "H", "H", "H", "H", "H", "H", "H", "H", "H", "H", "N", "C", "O", "C", "I", "H", "H", "H", "H"],
  "coordinates": [[0.65544, 1.24310, 2.86332], [-1.44273, 4.78750, 4.34699], [-1.06867, 3.62740, 4.13306], [0.04844, 3.04977, 4.32014], [-2.11738, 2.54447, 3.73999], [-3.48718, 2.69992, 3.84476], [-4.34662, 1.55940, 3.71403], [-3.73876, 0.34498, 3.28065], [-2.34102, 0.29726, 3.19046], [-1.61772, 1.38515, 3.36499], [-1.52213, -0.95780, 2.88876], [-2.10187, -1.94630, 2.39453], [-0.23235, -0.79675, 3.17877], [-3.76415, 3.69139, 4.13257], [-5.49331, 1.72695, 3.77858], [-4.32738, -0.57189, 2.99395], [-2.38027, 3.22478, -0.66703], [-0.74412, 4.06412, -0.27081], [-0.43382, 5.09894, -1.19603], [0.77360, 5.77637, -1.05353], [1.65239, 5.32343, -0.06226], [1.22523, 4.32630, 0.81956], [0.02743, 3.72951, 0.71814], [2.25313, 3.85051, 1.85539], [3.00795, 4.78746, 2.16892], [2.23504, 2.66613, 2.44068], [-1.11573, 5.25789, -2.04417], [1.02516, 6.64592, -1.72861], [2.62960, 5.78312, 0.10362], [-0.13048, 0.48375, -1.30218], [0.38517, 0.42837, -0.15489], [-0.08282, 1.06422, 0.86099], [1.75150, -0.23157, -0.03578], [2.43294, -0.56139, -1.26266], [3.68501, -1.15841, -1.13705], [4.05168, -1.69812, 0.08896], [5.24507, -2.48162, 0.26790], [5.68387, -2.81572, 1.53621], [5.03465, -2.42435, 2.72354], [3.85376, -1.74268, 2.56823], [3.34773, -1.35419, 1.32497], [2.25938, -0.53864, 1.17315], [1.88325, -0.34935, -2.18948], [4.38815, -1.36443, -1.93185], [5.75731, -2.83725, -0.59106], [6.54040, -3.47077, 1.57413], [5.29428, -2.76845, 3.67686], [3.39105, -1.42714, 3.52890], [-1.06096, -7.34371, -5.47851], [-0.95751, -6.09570, -4.99661], [-1.47440, -4.99892, -5.67803], [-2.14546, -5.20036, -6.83168], [-1.39494, -3.67358, -5.15612], [-1.84940, -2.69322, -5.92790], [-0.97208, -3.41556, -3.85218], [-0.88806, -1.86791, -2.76078], [-2.60548, -1.87672, -2.12778], [-3.69493, -1.65177, -2.95183], [-4.96902, -1.71692, -2.36297], [-5.11156, -1.76093, -0.96139], [-3.97765, -1.97714, -0.16984], [-2.69573, -2.00542, -0.70932], [-0.98939, -0.53036, -3.96844], [-1.65518, 0.68567, -3.81960], [-1.49896, 1.73234, -4.71204], [-0.77299, 1.54759, -5.90830], [-0.18884, 0.30039, -6.12186], [-0.20928, -0.67825, -5.10678], [-0.52309, -4.53773, -3.12207], [0.16197, -4.58829, -1.34457], [-0.48023, -5.85569, -3.73955], [0.17339, -6.83165, -3.09712], [-3.48397, -1.76686, -4.01942], [-5.87782, -1.84218, -2.96470], [-6.07685, -1.67745, -0.37730], [-4.02550, -2.25563, 0.89391], [-1.83142, -2.11011, -0.09877], [-2.28834, 0.88387, -2.95614], [-1.92075, 2.71991, -4.41688], [-0.63847, 2.40883, -6.56335], [0.35948, 0.02844, -7.03263], [0.40387, -1.57667, -5.25805], [2.31852, 2.50870, 6.04143], [2.57804, 1.28040, 5.64206], [2.14958, 0.75044, 4.53894], [3.50848, 0.47169, 6.50321], [5.19038, 1.49560, 7.37846], [1.73857, 3.18485, 5.49131], [2.79131, 2.84050, 6.84106], [3.83648, -0.37290, 5.86680], [3.01813, 0.09115, 7.42698]],
  "forces_ev_per_angstrom": [[0.26, -0.04, 0.44], [0.70, -1.34, -0.30], [-1.59, 0.17, 0.38], [1.12, 0.31, -0.31], [-0.66, 0.41, -0.47], [-0.47, -1.26, 0.60], [0.04, 0.94, -1.22], [-1.04, -0.08, 0.29], [-0.94, 0.00, -0.32], [0.84, -0.30, 0.46], [1.10, -0.77, -0.52], [1.21, 1.49, 1.09], [-2.41, -0.59, -0.59], [-0.75, 0.33, 0.13], [2.20, -0.62, -0.02], [0.72, 1.12, 0.61], [-0.42, -0.55, 0.52], [0.55, 1.71, -1.40], [0.04, -0.43, -0.03], [-0.06, 0.19, -0.37], [-0.25, 0.54, 0.22], [0.31, -0.73, -0.81], [0.27, -0.28, 0.61], [0.38, 0.94, 2.01], [-0.10, -1.58, -0.11], [-0.24, 1.86, -1.83], [0.37, 0.18, 0.62], [-0.20, -1.22, 0.80], [-0.42, -0.27, -0.08], [0.84, -0.60, 1.96], [-0.91, 1.96, -1.46], [0.51, -1.46, -0.65], [1.43, -1.60, 0.34], [0.21, -0.13, 0.82], [-1.62, -0.13, -0.46], [1.29, -0.17, 2.92], [-1.08, 0.63, 1.33], [0.40, -0.52, -0.91], [-1.48, 0.21, -2.49], [0.11, 0.54, 2.30], [-0.23, 1.09, -3.23], [-1.40, 0.56, -0.04], [0.67, 0.16, 0.37], [-0.35, 0.10, -0.50], [0.52, -0.21, -0.62], [0.28, 0.00, 0.20], [0.76, -0.28, 1.15], [-0.31, -0.09, -1.15], [0.21, 0.46, -0.06], [-0.82, 0.46, -0.11], [-0.32, 1.21, -0.12], [0.49, 0.10, 0.24], [-0.09, -1.71, 0.23], [-0.39, 0.01, -0.29], [0.38, -0.58, 1.19], [-0.19, 0.02, -0.24], [1.30, 0.63, 1.66], [-0.57, -1.80, 0.55], [-0.55, 0.23, 0.16], [0.04, -0.32, 0.65], [0.37, -0.31, 0.70], [-1.57, 0.29, -2.32], [0.41, 0.20, -0.97], [-0.43, 0.26, 0.67], [0.22, 0.41, -0.34], [-0.29, 0.05, 0.85], [0.53, -0.38, 0.32], [0.19, 0.48, -0.94], [0.18, -2.39, -1.63], [-0.24, 0.47, -0.34], [0.90, 2.02, 1.62], [-0.45, -0.26, -0.12], [-0.62, 0.52, 0.19], [0.41, 0.58, 0.04], [0.92, -0.34, -1.33], [-0.32, 0.69, -0.41], [0.49, -0.22, 0.38], [0.29, -0.26, 0.01], [0.28, -0.85, -0.53], [-0.06, -0.46, -0.14], [-0.18, 0.50, 0.31], [-0.38, 0.30, 0.04], [-1.15, 0.46, -1.35], [-0.66, -0.37, -2.93], [0.94, 1.02, 3.33], [-0.07, -1.25, 0.38], [-0.14, -0.12, -0.37], [0.27, -1.03, 0.24], [0.41, 0.41, 0.79], [0.09, 0.53, 0.64], [0.03, 0.15, -0.94]],
  "lowdin_charge": [1.7679, 0.0295, -0.5880, -0.1510, -0.1762, 0.0031, -0.0233, 0.0071, -0.1800, 0.0326, -0.5245, 0.0116, -0.2071, 0.1028, 0.1281, 0.1243, 0.7752, -0.7326, -0.1325, -0.0644, -0.0125, -0.1643, 0.1083, -0.5289, 0.0104, -0.2195, 0.0839, 0.1207, 0.1151, -0.0474, -0.5290, -0.2044, -0.1377, 0.0326, -0.0107, -0.1463, -0.0302, -0.0909, -0.0735, -0.0175, -0.1787, 0.1491, 0.1076, 0.1113, 0.0934, 0.0924, 0.0834, 0.1095, 0.1148, -0.1575, -0.1136, 0.0955, -0.2146, 0.0943, -0.2790, 1.0880, -0.3615, -0.0968, -0.0857, -0.0888, -0.0901, -0.0728, -0.3978, -0.1078, -0.0816, -0.0932, -0.0919, -0.1282, -0.5708, 0.8047, -0.2619, 0.0365, 0.1070, 0.0973, 0.1137, 0.0943, 0.0723, 0.0883, 0.1088, 0.0939, 0.0993, 0.1059, 0.1988, -0.5423, -0.1423, -0.5371, 0.7856, 0.1328, 0.0395, 0.0578, 0.0572],
  "lumo_ev": 1.36,
  "orbital_gap_ev": 7.4,
  "charge": -1
}

***

Record 2
{
  "formula": "C43H30Cl2FeN5O3S",
  "method": "wB97M-V/def2-TZVPD",
  "species": ["Fe", "C", "O", "C", "C", "C", "C", "C", "C", "C", "N", "C", "C", "N", "C", "C", "C", "C", "N", "C", "C", "N", "C", "C", "C", "C", "H", "H", "H", "H", "H", "H", "H", "H", "H", "H", "H", "H", "H", "H", "Cl", "C", "C", "C", "C", "C", "Cl", "C", "S", "H", "H", "H", "C", "C", "C", "C", "C", "C", "C", "C", "C", "C", "C", "C", "C", "C", "C", "N", "H", "H", "H", "H", "H", "H", "H", "H", "H", "H", "C", "C", "O", "O", "H", "H", "H"],
  "coordinates": [[-0.60490, -0.14870, -0.12741], [-4.43383, 13.33098, 0.28754], [-4.59347, 12.42767, -0.79190], [-4.11388, 11.16999, -0.63558], [-4.26574, 10.31962, -1.73225], [-3.81271, 9.02201, -1.67082], [-3.19540, 8.53442, -0.51465], [-3.04982, 9.38865, 0.56783], [-3.50251, 10.70208, 0.52084], [-2.72906, 7.14379, -0.49310], [-2.82547, 6.30318, -1.49524], [-2.27049, 5.13315, -1.04052], [-1.83405, 5.26712, 0.25195], [-2.13225, 6.56542, 0.59592], [-1.22662, 4.20928, 0.99711], [-0.79884, 4.28950, 2.32646], [-0.25503, 3.17961, 2.91979], [-0.13737, 2.00249, 2.17811], [-0.51817, 1.90780, 0.91624], [-1.06824, 2.98476, 0.32470], [-1.50936, 2.83375, -1.05330], [-1.31827, 1.63283, -1.61118], [-1.73830, 1.42499, -2.84281], [-2.37708, 2.41497, -3.59681], [-2.56878, 3.65653, -3.04508], [-2.12518, 3.88813, -1.73808], [-4.85706, 14.27428, -0.04378], [-3.37825, 13.47358, 0.53123], [-4.96988, 12.98604, 1.17513], [-4.74431, 10.70520, -2.62269], [-3.92682, 8.35885, -2.51750], [-2.57531, 9.05365, 1.48299], [-3.37259, 11.33810, 1.38368], [-1.96194, 7.00920, 1.47931], [-0.90236, 5.21350, 2.88328], [0.07873, 3.19465, 3.94772], [0.27651, 1.10973, 2.61978], [-1.54425, 0.43914, -3.24953], [-2.70211, 2.18980, -4.60311], [-3.05163, 4.45762, -3.58934], [0.66486, -2.72633, -0.56374], [2.17129, -2.34098, -1.33357], [3.18432, -3.28031, -1.29760], [4.38935, -2.99089, -1.91748], [4.54682, -1.78005, -2.57142], [3.51231, -0.86006, -2.58899], [3.76244, 0.60885, -3.48698], [2.28218, -1.08945, -1.95388], [0.98718, 0.07286, -1.97856], [3.02220, -4.22324, -0.79321], [5.19474, -3.71316, -1.90917], [5.47024, -1.53974, -3.08039], [-2.13750, -2.14817, 3.49749], [-1.00555, -2.62404, 4.13741], [0.23982, -2.34680, 3.59961], [0.35670, -1.60516, 2.42338], [-0.78339, -1.12307, 1.74691], [-2.02019, -1.41160, 2.32486], [1.71348, -1.25572, 1.93004], [2.85910, -2.02569, 2.27008], [4.07980, -1.63346, 1.82088], [4.20512, -0.43525, 1.07881], [5.45131, 0.07024, 0.64254], [5.51539, 1.25801, -0.02750], [4.33326, 1.98517, -0.28523], [3.11415, 1.50533, 0.10029], [3.02322, 0.27270, 0.78585], [1.79490, -0.18985, 1.16941], [-3.11863, -2.34575, 3.91348], [-1.08748, -3.19542, 5.05343], [1.12293, -2.69262, 4.12316], [-2.92353, -1.04029, 1.85939], [2.74750, -2.93703, 2.83926], [4.96649, -2.21873, 2.03724], [6.34900, -0.49697, 0.85973], [6.46830, 1.64482, -0.36482], [4.39058, 2.92469, -0.81957], [2.20571, 2.04503, -0.12394], [-4.35181, -1.17923, -1.15831], [-3.00732, -0.69568, -0.70112], [-2.89129, 0.26797, 0.08739], [-1.96050, -1.29334, -1.12617], [-5.10442, -0.41026, -1.00463], [-4.61929, -2.06031, -0.57172], [-4.30791, -1.47946, -2.20369]],
  "forces_ev_per_angstrom": [[0.36, 0.57, -0.08], [-0.01, -0.01, -0.01], [0.01, 0.03, 0.01], [-0.02, 0.02, 0.00], [0.00, -0.03, -0.01], [-0.01, 0.01, -0.01], [0.01, -0.05, -0.01], [0.00, 0.02, 0.02], [0.01, -0.03, 0.00], [-0.01, 0.05, 0.01], [0.01, -0.03, 0.00], [-0.05, 0.01, -0.11], [0.02, 0.03, 0.09], [0.00, -0.02, 0.01], [-0.01, 0.00, -0.02], [0.00, 0.03, 0.02], [0.01, -0.02, 0.01], [0.03, 0.00, -0.05], [-0.16, -0.07, 0.10], [0.06, -0.01, -0.06], [-0.03, 0.01, 0.07], [-0.16, -0.20, -0.03], [0.10, -0.01, -0.01], [0.01, -0.01, -0.05], [0.01, 0.02, 0.00], [0.01, 0.03, 0.01], [-0.01, 0.00, 0.00], [0.00, 0.00, 0.00], [0.00, 0.00, 0.00], [0.00, 0.00, 0.01], [0.00, 0.00, 0.01], [0.00, 0.00, -0.01], [0.00, 0.00, 0.00], [0.01, 0.00, 0.01], [0.00, -0.01, -0.01], [0.00, 0.01, -0.01], [0.03, -0.07, 0.00], [-0.03, 0.00, 0.02], [0.00, 0.01, 0.01], [0.00, -0.01, 0.01], [0.01, -0.45, -0.14], [-0.13, 0.10, 0.11], [0.06, 0.05, -0.02], [-0.01, -0.02, 0.00], [0.02, 0.01, 0.01], [-0.04, 0.07, -0.05], [0.00, -0.01, 0.04], [0.09, -0.20, 0.04], [-0.15, 0.06, 0.03], [-0.01, 0.02, 0.00], [0.00, 0.01, 0.01], [-0.01, 0.01, 0.01], [-0.02, -0.03, 0.05], [-0.02, -0.01, 0.01], [-0.01, 0.02, 0.01], [-0.07, 0.05, 0.04], [0.31, -0.15, 0.04], [0.01, 0.05, -0.07], [-0.09, -0.01, -0.05], [0.02, -0.05, -0.03], [-0.01, 0.01, 0.02], [0.06, -0.03, -0.01], [0.00, 0.00, 0.02], [-0.01, -0.01, -0.01], [-0.01, -0.01, -0.04], [0.02, 0.02, 0.00], [-0.09, -0.07, 0.01], [-0.03, 0.23, 0.13], [0.00, 0.00, -0.01], [0.00, 0.00, 0.00], [0.00, 0.02, -0.02], [0.02, -0.03, 0.05], [0.00, 0.01, -0.01], [0.00, 0.00, -0.01], [0.00, 0.00, -0.01], [-0.01, 0.00, 0.01], [0.02, 0.00, 0.00], [-0.04, -0.03, 0.02], [-0.02, -0.03, 0.01], [0.08, 0.08, 0.01], [0.00, -0.04, -0.11], [-0.18, 0.09, -0.03], [0.00, 0.00, 0.00], [0.01, 0.00, 0.00], [0.00, 0.01, 0.01]],
  "lowdin_charge": [0.8095, -0.0797, -0.0754, -0.2817, 0.0104, -0.0130, -0.1568, -0.0266, -0.0150, -0.2619, 0.1909, -0.1668, -0.1264, 0.1811, -0.0660, 0.0054, -0.0242, -0.0919, 0.0896, -0.1177, -0.1353, 0.0068, -0.1400, -0.0212, 0.0160, -0.0661, 0.0929, 0.0955, 0.0954, 0.1227, 0.1138, 0.1045, 0.1023, 0.1443, 0.1145, 0.1115, 0.0995, 0.1006, 0.1096, 0.1197, 0.8191, -0.6286, -0.1171, -0.0901, -0.1236, -0.6726, 0.6668, -0.6878, 0.6856, 0.1052, 0.1025, 0.1015, -0.0878, -0.0921, -0.0473, -0.2396, -0.1630, -0.1004, -0.2777, -0.0072, -0.0006, -0.1599, -0.0364, -0.0810, -0.0879, -0.0504, -0.2234, 0.1203, 0.0991, 0.0986, 0.0998, 0.0825, 0.1070, 0.1202, 0.1125, 0.1029, 0.1055, 0.0873, 0.0176, -0.6993, -0.0476, -0.1416, 0.0830, 0.0905, 0.0848],
  "multiplicity": 6,
  "lumo_ev": [-0.24, -0.46],
  "orbital_gap_ev": [7.0, 6.8],
  "charge": 0
}

***

In kJ/mol, the energy relative to the best compared isomer or geometry (same formula, charge and spin) values for the records above are, in order, 0.0 0.0.
In hartree, the E_tot values for the records above are, in order, -9972.82130 -4738.52571.